Molecular formula: C21H24F8GdO4S2
Method: DFT, wB97M-V/def2-TZVPD

Geometry (Å):
C1 -2.889 -2.355 2.900
C2 -2.086 -1.130 2.864
C3 -1.554 -0.650 4.106
C4 -0.833 0.521 4.112
C5 -0.630 1.210 2.920
C6 -1.150 0.752 1.664
C7 -0.907 1.627 0.451
C8 -0.122 1.036 -0.749
S1 -1.121 1.423 -2.266
O1 -1.533 2.776 -2.119
O2 -0.334 1.197 -3.452
C9 -2.713 0.437 -2.365
F1 -3.516 1.176 -3.108
F2 -3.258 0.362 -1.140
C10 -2.645 -1.016 -2.968
F3 -2.931 -1.883 -1.991
F4 -1.394 -1.361 -3.427
C11 -3.664 -1.293 -4.119
F5 -3.432 -0.523 -5.157
F6 -4.877 -1.160 -3.628
F7 -3.479 -2.563 -4.475
C12 0.352 -0.420 -0.730
C13 1.239 -0.910 0.415
C14 0.831 -2.345 0.870
C15 2.015 -3.334 0.869
S2 2.348 -3.883 2.571
O3 1.243 -0.382 -1.930
C16 2.092 0.846 -1.879
O4 3.115 0.933 -2.380
C17 1.232 1.805 -1.091
C18 2.102 2.247 0.107
C19 3.079 3.383 -0.313
C20 4.549 3.006 -0.177
F8 2.838 3.740 -1.630
C21 -1.869 -0.418 1.663
H1 -3.822 -2.088 3.418
H2 -2.415 -3.128 3.501
H3 -3.168 -2.689 1.908
H4 -1.733 -1.181 5.028
H5 -0.452 0.898 5.048
H6 -0.090 2.144 2.950
H7 -1.880 2.004 0.148
H8 -0.367 2.504 0.783
H9 -0.413 -1.139 -1.027
H10 1.170 -0.258 1.277
H11 2.286 -0.966 0.138
H12 0.066 -2.773 0.225
H13 0.494 -2.289 1.900
H14 2.923 -2.912 0.441
H15 1.783 -4.219 0.282
H16 3.679 -4.043 2.579
H17 0.915 2.670 -1.670
H18 2.723 1.417 0.428
H19 1.533 2.592 0.963
H20 2.908 4.266 0.294
H21 4.678 2.366 0.691
H22 4.916 2.550 -1.090
H23 5.112 3.920 -0.033
H24 -2.292 -0.806 0.748
Gd1 1.350 -1.692 -3.347

Values from the calculation:
Kohn-Sham gap (alpha / beta) = 3.671 / 5.800 eV
net charge = +3
E_HOMO (alpha / beta) = -16.522 / -16.523 eV
M = 713.79 g mol⁻¹
2S+1 = 8

Molecular formula: C21H24I2NOPdSb2
Method: DFT, wB97M-V/def2-TZVPD

Geometry (Å):
Pd1 0.792 -0.144 -0.394
C1 -0.615 -2.039 3.473
Sb1 -0.636 -1.195 1.520
C2 -0.074 -3.065 0.635
C3 -2.695 -1.341 0.978
C4 -3.447 -0.051 1.129
C5 -3.853 0.358 2.397
C6 -4.533 1.547 2.591
C7 -4.820 2.353 1.500
C8 -4.424 1.957 0.234
C9 -3.735 0.762 0.026
C10 -3.304 0.409 -1.365
Sb2 -1.229 0.877 -1.650
C11 -1.339 2.943 -1.219
C12 -0.944 0.807 -3.739
H1 -1.061 -1.396 4.227
H2 0.409 -2.276 3.750
H3 -1.193 -2.954 3.363
H4 -0.788 -3.831 0.939
H5 0.919 -3.345 0.986
H6 -0.055 -3.000 -0.453
H7 -3.137 -2.147 1.564
H8 -2.654 -1.679 -0.057
H9 -3.647 -0.284 3.248
H10 -4.847 1.838 3.584
H11 -5.359 3.282 1.632
H12 -4.663 2.583 -0.617
H13 -3.820 1.044 -2.086
H14 -3.497 -0.626 -1.640
H15 -2.143 3.375 -1.813
H16 -0.398 3.428 -1.470
H17 -1.551 3.081 -0.161
H18 -1.754 1.334 -4.238
H19 -0.913 -0.231 -4.064
H20 0.013 1.271 -3.970
I1 3.339 -0.049 -4.860
C13 4.015 -0.165 -2.906
C14 5.398 -0.223 -2.643
C15 5.883 -0.276 -1.366
I2 7.944 -0.330 -1.073
C16 4.983 -0.274 -0.267
C17 5.361 -0.258 1.093
C18 4.411 -0.206 2.075
C19 3.057 -0.198 1.718
N1 2.665 -0.231 0.463
C20 3.601 -0.250 -0.545
C21 3.094 -0.187 -1.882
O1 1.787 -0.174 -2.104
H21 6.082 -0.215 -3.480
H22 6.412 -0.272 1.348
H23 4.684 -0.175 3.119
H24 2.282 -0.165 2.472

Values from the calculation:
Kohn-Sham gap = 6.302 eV
net charge = +1
E_HOMO = -10.348 eV
energy relative to the best compared isomer or geometry (same formula, charge and spin) = 66.2 kJ/mol
M = 910.18 g mol⁻¹

Molecular formula: C21H24MoN3O5
Method: DFT, wB97M-V/def2-TZVPD

Geometry (Å):
Mo1 -0.156 -0.404 -0.621
C1 -2.533 0.143 -4.035
O1 -3.504 1.033 -3.497
C2 -3.268 1.793 -2.408
C3 -4.128 2.886 -2.259
C4 -4.035 3.737 -1.181
C5 -3.073 3.520 -0.206
C6 -2.198 2.446 -0.318
C7 -1.247 2.234 0.761
N1 -0.363 1.310 0.773
N2 0.420 1.234 1.919
C8 1.081 0.128 1.923
O2 0.990 -0.745 0.928
C9 1.983 -0.235 3.029
C10 2.785 -1.368 2.928
C11 3.639 -1.704 3.966
C12 3.693 -0.913 5.104
C13 2.894 0.218 5.207
C14 2.040 0.560 4.174
C15 -2.301 1.583 -1.423
O3 -1.454 0.515 -1.520
H1 -2.916 -0.137 -5.012
H2 -2.420 -0.749 -3.420
H3 -1.568 0.639 -4.156
H4 -4.874 3.032 -3.029
H5 -4.714 4.574 -1.098
H6 -2.998 4.178 0.649
H7 -1.306 2.895 1.621
H8 2.743 -1.975 2.033
H9 4.265 -2.583 3.886
H10 4.361 -1.177 5.913
H11 2.938 0.833 6.096
H12 1.413 1.438 4.240
N3 -2.387 -3.200 1.695
C16 -1.580 -2.548 0.864
O4 -1.692 -1.313 0.715
C17 -0.514 -3.300 0.121
C18 -0.041 -2.486 -1.083
H13 -3.077 -2.691 2.223
H14 -2.316 -4.196 1.812
H15 -0.867 -4.304 -0.130
H16 0.314 -3.424 0.826
H17 -0.756 -2.577 -1.916
H18 0.924 -2.845 -1.439
C19 3.816 -0.148 -2.167
O5 2.623 -0.467 -1.419
C20 1.459 0.066 -1.702
C21 1.394 1.009 -2.868
H19 3.679 -0.360 -3.225
H20 4.587 -0.790 -1.756
H21 4.085 0.896 -2.016
H22 1.630 0.479 -3.795
H23 2.125 1.812 -2.749
H24 0.407 1.451 -2.960

Values from the calculation:
Kohn-Sham gap = 7.036 eV
net charge = +1
E_HOMO = -10.857 eV
energy relative to the best compared isomer or geometry (same formula, charge and spin) = 7.2 kJ/mol
M = 494.38 g mol⁻¹

Molecular formula: C21H24N2O5
Method: DFT, wB97M-V/def2-TZVPD

Geometry (Å):
C1 -5.694 -1.846 1.251
O1 -5.287 -0.569 1.775
C2 -4.021 -0.118 1.567
C3 -3.683 1.141 2.138
C4 -2.398 1.622 2.028
C5 -1.380 0.869 1.396
C6 -0.018 1.344 1.424
C7 1.068 0.517 1.500
C8 2.410 1.140 1.483
O2 2.602 2.326 1.354
O3 3.481 0.327 1.776
C9 3.281 -1.091 1.640
C10 3.100 -1.486 0.187
C11 4.486 -1.795 2.283
O4 2.128 -1.484 2.415
C12 0.997 -0.719 2.316
O5 0.057 -1.020 3.017
C13 -1.744 -0.359 0.789
C14 -3.039 -0.845 0.844
H1 -6.739 -1.947 1.527
H2 -5.594 -1.877 0.158
H3 -5.111 -2.659 1.704
H4 -4.453 1.702 2.666
H5 -2.115 2.581 2.463
H6 0.193 2.402 1.392
H7 2.238 -0.976 -0.254
H8 4.005 -1.227 -0.374
H9 2.955 -2.570 0.122
H10 4.575 -1.497 3.331
H11 4.360 -2.882 2.236
H12 5.406 -1.527 1.757
H13 -0.982 -0.926 0.251
H14 -3.296 -1.794 0.365
C15 2.925 5.407 7.610
N1 2.375 4.069 7.557
C16 2.615 3.306 8.762
C17 1.696 3.577 6.472
C18 1.653 2.186 6.191
C19 1.013 1.754 5.025
N2 0.375 2.576 4.177
C20 0.328 3.880 4.496
C21 1.010 4.441 5.581
H15 2.807 5.937 6.663
H16 2.449 5.984 8.416
H17 3.998 5.354 7.855
H18 2.109 2.339 8.741
H19 3.694 3.154 8.911
H20 2.257 3.875 9.634
H21 2.147 1.454 6.828
H22 1.000 0.688 4.766
H23 -0.285 4.514 3.846
H24 0.968 5.518 5.745

Values from the calculation:
Kohn-Sham gap = 7.671 eV
net charge = 0
E_HOMO = -7.985 eV
energy relative to the best compared isomer or geometry (same formula, charge and spin) = 336.7 kJ/mol
M = 384.43 g mol⁻¹
SMILES = COc1ccc(C=C2C(=O)OC(C)(C)OC2=O)cc1.CN(C)c1ccncc1

Molecular formula: C21H25BF4FeIN4O3
Method: DFT, wB97M-V/def2-TZVPD

Geometry (Å):
Fe1 -0.084 0.386 -0.086
N1 -0.649 -4.163 0.865
C1 -0.245 -2.848 0.942
O1 0.843 -2.508 0.527
C2 -1.230 -1.918 1.613
C3 -0.762 -0.473 1.684
H1 -0.109 -4.740 0.242
H2 -1.627 -4.372 0.966
H3 -1.450 -2.370 2.593
H4 -2.164 -1.982 1.041
H5 0.086 -0.395 2.375
H6 -1.578 0.123 2.109
F1 3.093 -0.313 2.691
B1 3.106 0.816 1.901
F2 2.011 0.765 0.966
F3 2.962 1.980 2.670
F4 4.290 0.893 1.156
C4 -0.643 3.000 -2.015
C5 0.349 1.998 -1.440
O2 1.522 2.120 -1.636
H7 -0.211 3.433 -2.918
H8 -0.774 3.791 -1.276
H9 -1.604 2.537 -2.206
I1 -2.258 -0.166 -1.511
C6 -1.701 2.633 1.138
C7 -2.263 3.752 1.719
C8 -1.342 4.674 2.202
C9 0.019 4.423 2.079
C10 0.452 3.259 1.477
N2 -0.442 2.359 1.010
H10 -3.330 3.897 1.788
H11 -1.684 5.589 2.676
H12 0.751 5.123 2.457
H13 1.493 2.998 1.374
C11 4.300 -1.099 -4.635
N3 3.802 -1.568 -3.341
N4 2.407 -1.394 -3.234
C12 2.098 -0.801 -2.010
O3 0.946 -0.697 -1.605
C13 3.366 -0.468 -1.403
C14 4.333 -0.913 -2.216
C15 5.807 -0.777 -2.063
C16 1.557 -2.303 -3.901
C17 0.202 -2.003 -4.026
C18 -0.630 -2.899 -4.673
C19 -0.129 -4.075 -5.216
C20 1.221 -4.360 -5.093
C21 2.067 -3.484 -4.430
H14 3.802 -1.655 -5.428
H15 5.367 -1.298 -4.694
H16 4.110 -0.029 -4.767
H17 3.478 0.024 -0.457
H18 6.026 -0.391 -1.071
H19 6.220 -0.081 -2.797
H20 6.302 -1.739 -2.192
H21 -0.200 -1.101 -3.591
H22 -1.685 -2.666 -4.742
H23 -0.790 -4.766 -5.723
H24 1.624 -5.279 -5.499
H25 3.113 -3.718 -4.298

Values from the calculation:
Kohn-Sham gap (alpha / beta) = 6.048 / 6.905 eV
net charge = -1
E_HOMO (alpha / beta) = -3.736 / -4.688 eV
M = 651.01 g mol⁻¹
2S+1 = 5

Molecular formula: C21H25ClN9O5
Method: DFT, wB97M-V/def2-TZVPD

Geometry (Å):
O1 1.342 -3.007 1.466
O2 -0.976 -2.925 -2.894
O3 -3.014 0.937 -0.794
O4 2.961 -1.024 8.063
O5 4.180 -2.414 6.922
Cl1 1.809 1.243 6.750
N1 -0.448 3.881 1.574
N2 0.915 2.707 0.044
C1 1.675 -3.180 2.630
C2 -0.622 -1.851 -2.433
C3 -2.213 1.427 -1.573
C4 -0.175 0.745 -5.898
C5 -1.019 0.088 -5.047
C6 -0.030 -1.427 -6.325
C7 0.451 3.840 0.586
C8 -0.870 2.729 2.093
C9 0.521 1.555 0.590
C10 1.053 0.069 4.468
C11 2.434 -2.295 4.824
C12 1.790 -0.113 5.638
C13 1.691 -2.112 3.644
C14 0.985 -0.909 3.478
C15 2.495 -1.323 5.845
C16 -0.399 1.516 1.623
N3 1.983 -4.477 2.924
N4 0.432 -0.212 -6.692
N5 -2.034 2.750 -1.673
N6 0.234 -0.700 2.325
N7 -1.536 -0.910 -2.209
N8 3.254 -1.598 7.012
N9 -0.923 -1.268 -5.327
C17 0.854 -1.535 -2.297
C18 -2.849 3.744 -0.970
C19 -0.900 0.222 2.190
C20 -1.869 0.744 -3.978
C21 -1.399 0.526 -2.521
H1 -0.014 1.818 -5.940
H2 0.291 -2.383 -6.734
H3 0.799 4.785 0.178
H4 -1.601 2.751 2.896
H5 0.913 0.627 0.185
H6 0.543 1.015 4.337
H7 2.991 -3.220 4.953
H8 1.753 -5.155 2.204
H9 2.006 -4.763 3.897
H10 1.120 -0.032 -7.419
H11 -1.311 3.092 -2.284
H12 0.294 -1.485 1.660
H13 -2.478 -1.248 -2.062
H14 -1.345 -2.021 -4.777
H15 1.427 -2.441 -2.492
H16 1.149 -0.762 -3.001
H17 1.059 -1.215 -1.278
H18 -2.666 3.692 0.103
H19 -2.613 4.750 -1.321
H20 -3.909 3.548 -1.143
H21 -1.650 -0.208 1.515
H22 -1.393 0.377 3.157
H23 -2.895 0.382 -4.078
H24 -1.895 1.814 -4.190
H25 -0.359 0.840 -2.425

Values from the calculation:
Kohn-Sham gap = 7.406 eV
net charge = +1
E_HOMO = -10.628 eV
M = 518.94 g mol⁻¹

Molecular formula: C21H25N3O2
Method: DFT, wB97M-V/def2-TZVPD

Geometry (Å):
C1 0.962 2.150 -4.978
H1 0.218 1.418 -5.282
H2 1.923 1.653 -4.866
H3 1.053 2.891 -5.768
C2 0.548 2.844 -3.674
N1 0.369 1.967 -2.525
C3 1.529 1.174 -2.161
C4 1.379 0.669 -0.773
N2 0.934 -0.499 -0.419
C5 0.948 -0.441 0.948
N3 1.391 0.699 1.391
O1 1.678 1.431 0.277
C6 0.472 -1.581 1.771
C7 -1.014 -1.793 1.554
C8 -1.865 -0.736 1.265
C9 -3.219 -0.955 1.081
C10 -3.738 -2.232 1.194
C11 -2.896 -3.290 1.493
C12 -1.542 -3.071 1.669
H4 -0.888 -3.900 1.898
H5 -3.294 -4.290 1.583
H6 -4.794 -2.403 1.048
H7 -3.869 -0.124 0.847
H8 -1.474 0.268 1.177
C13 0.780 -1.384 3.238
C14 1.686 -2.219 3.878
C15 1.968 -2.052 5.222
C16 1.345 -1.048 5.942
C17 0.439 -0.213 5.310
C18 0.156 -0.381 3.967
H9 -0.552 0.271 3.481
H10 -0.050 0.573 5.867
H11 1.565 -0.916 6.991
H12 2.676 -2.708 5.708
H13 2.178 -3.005 3.322
H14 0.996 -2.473 1.409
H15 1.695 0.299 -2.810
H16 2.407 1.821 -2.195
C19 -0.904 1.278 -2.420
H17 -1.668 1.971 -2.775
C20 -1.054 -0.085 -3.143
O2 -1.203 -1.166 -2.261
H18 -0.455 -1.176 -1.641
H19 -0.198 -0.254 -3.811
H20 -1.960 -0.085 -3.754
H21 -1.105 1.100 -1.358
C21 1.539 3.961 -3.331
H22 1.423 4.782 -4.034
H23 2.568 3.616 -3.389
H24 1.346 4.331 -2.328
H25 -0.430 3.311 -3.833

Values from the calculation:
Kohn-Sham gap = 9.380 eV
net charge = 0
E_HOMO = -8.575 eV
energy relative to the best compared isomer or geometry (same formula, charge and spin) = 318.3 kJ/mol
M = 351.45 g mol⁻¹
SMILES = CC(C)N(CCO)Cc1nc(C(c2ccccc2)c2ccccc2)no1

Molecular formula: C21H25N3O2
Method: DFT, wB97M-V/def2-TZVPD

Geometry (Å):
N1 3.874 3.871 -0.282
C1 2.693 4.072 -1.125
C2 2.004 5.402 -0.803
C3 0.889 5.276 0.239
C4 -0.277 4.436 -0.167
C5 -0.766 3.415 0.543
C6 -1.931 2.615 0.111
O1 -2.430 1.776 0.846
C7 -2.410 2.816 -1.279
C8 -1.961 3.832 -2.009
C9 -1.002 4.818 -1.437
O2 -0.842 5.905 -1.937
H1 4.549 3.258 -0.721
H2 3.646 3.458 0.614
H3 1.963 3.249 -1.038
H4 3.025 4.072 -2.162
H5 1.614 5.869 -1.706
H6 2.765 6.071 -0.403
H7 0.517 6.274 0.484
H8 1.297 4.853 1.164
H9 -0.322 3.153 1.499
H10 -3.155 2.115 -1.634
H11 -2.303 4.029 -3.016
C10 1.668 0.889 1.991
N2 1.078 -0.392 1.539
C11 -0.165 -0.375 1.026
C12 -0.767 -1.537 0.603
C13 -0.074 -2.741 0.702
C14 1.213 -2.732 1.229
C15 1.764 -1.540 1.645
C16 -0.707 -4.015 0.264
C17 -0.069 -4.855 -0.642
C18 -0.682 -6.030 -1.022
N3 -1.879 -6.374 -0.526
C19 -2.515 -5.576 0.350
C20 -1.955 -4.389 0.760
C21 -2.522 -7.650 -0.927
H12 0.996 1.330 2.723
H13 1.775 1.548 1.132
H14 2.634 0.701 2.448
H15 -0.675 0.582 0.993
H16 -1.770 -1.483 0.202
H17 1.787 -3.641 1.345
H18 2.754 -1.476 2.075
H19 0.892 -4.605 -1.071
H20 -0.234 -6.716 -1.727
H21 -3.475 -5.922 0.706
H22 -2.491 -3.776 1.471
H23 -3.500 -7.435 -1.349
H24 -2.620 -8.286 -0.050
H25 -1.899 -8.138 -1.669

Values from the calculation:
Kohn-Sham gap = 5.645 eV
net charge = +2
E_HOMO = -13.350 eV
M = 351.45 g mol⁻¹

Molecular formula: C21H25N3O3Sn
Method: DFT, wB97M-V/def2-TZVPD

Geometry (Å):
C1 3.075 2.357 -7.418
C2 3.737 1.379 -8.111
H1 3.544 3.330 -7.255
H2 2.012 2.258 -7.199
C3 3.261 0.018 -8.029
C4 2.344 -0.332 -7.082
H3 2.088 0.348 -6.296
H4 1.948 -1.351 -7.084
C5 4.934 1.720 -8.968
H5 5.213 2.765 -8.791
H6 4.736 1.613 -10.044
H7 5.804 1.092 -8.732
C6 3.821 -1.025 -8.970
H8 4.911 -1.120 -8.877
H9 3.603 -0.795 -10.023
H10 3.370 -1.994 -8.733
Sn1 1.441 -0.059 -0.526
O1 0.869 1.346 -2.166
C7 0.489 0.931 -3.308
O2 -0.493 -0.845 -1.236
C8 -1.124 -0.606 -2.305
O3 -2.316 -1.090 -2.525
N1 -0.659 0.128 -3.360
C9 -2.739 -0.662 -3.873
C10 -1.547 -0.023 -4.517
H11 -3.549 0.062 -3.755
H12 -3.083 -1.549 -4.406
H13 -1.765 0.948 -4.966
H14 -1.087 -0.681 -5.264
C11 1.143 1.203 -4.545
C12 2.279 1.964 -4.568
H15 0.550 0.872 -5.398
H16 2.467 2.603 -3.697
H17 3.002 1.927 -5.366
N2 -0.452 1.157 0.825
C13 -0.359 0.914 2.206
C14 -0.660 1.854 3.183
C15 -0.604 1.475 4.541
C16 -0.238 0.188 4.919
C17 0.139 -0.778 3.946
C18 0.564 -2.097 4.234
C19 0.974 -2.923 3.199
C20 0.992 -2.423 1.888
N3 0.601 -1.178 1.585
C21 0.117 -0.377 2.573
H18 -1.098 0.522 0.350
H19 -0.674 2.115 0.567
H20 -0.957 2.860 2.887
H21 -0.861 2.207 5.306
H22 -0.218 -0.107 5.972
H23 0.570 -2.430 5.271
H24 1.306 -3.946 3.365
H25 1.345 -3.034 1.054

Values from the calculation:
Kohn-Sham gap = 5.291 eV
net charge = +2
E_HOMO = -12.740 eV
M = 486.16 g mol⁻¹